[1]
A structure of composition C30H51IrNP2 in a non-equilibrium geometry, computed with wB97M-V/def2-TZVPD.

## Properties
Energy relative to the best compared isomer or geometry (same formula, charge and spin), kJ/mol: 0.0
LUMO level (spin up / spin down), eV: -2.3 / -4.7
HOMO (spin up / spin down), eV: -8.766 / -10.293
DFT total energy, Ha: -2014.9961
Total charge: +1
Spin multiplicity: 5

Positions of all 85 atoms, in Å:
Ir: 0.58074 -1.09771 -1.68324
C: -0.62757 -2.29453 1.05519
C: 0.68945 -2.23739 0.31231
C: 0.78679 -1.06901 2.40520
C: -0.54466 -1.53812 2.23355
C: 1.57437 -1.52313 1.34583
C: -1.64552 -3.36313 0.90977
H: -1.41462 -4.01262 0.06313
H: -2.64517 -2.93123 0.75662
H: -1.70126 -3.99061 1.82325
C: -1.59611 -1.33494 3.27454
H: -2.48826 -1.95529 3.09525
H: -1.92716 -0.28051 3.35555
H: -1.19140 -1.61802 4.26636
C: 1.20979 -0.34046 3.64145
H: 0.81085 -0.86092 4.52519
H: 0.84845 0.70383 3.69298
H: 2.30180 -0.33003 3.74349
C: 3.03408 -1.73746 1.47735
H: 3.26842 -2.46451 2.28078
H: 3.56631 -0.81703 1.73613
H: 3.44277 -2.13086 0.54677
C: 1.25161 -3.59426 -0.02388
H: 1.45857 -4.16496 0.90242
H: 2.19439 -3.51909 -0.58017
H: 0.53787 -4.19385 -0.61476
C: -1.15024 -0.15626 -3.94115
C: -1.32242 -1.49564 -3.97612
C: -0.49345 -2.47738 -4.71556
C: 1.03524 -2.39931 -4.50810
C: 1.62379 -1.73091 -3.28969
C: 1.59608 -0.25670 -3.18631
C: 1.15291 0.72855 -4.25548
C: -0.21585 0.51206 -4.88019
H: -0.64940 -2.45497 -5.80907
H: 1.51674 -1.97999 -5.40046
H: -0.84020 -3.46214 -4.35713
H: -0.11912 -0.08506 -5.79602
H: -1.97418 0.45713 -3.54457
H: -2.32811 -1.90647 -3.79634
H: -0.61805 1.48558 -5.16400
H: 1.19968 1.74602 -3.83024
H: 2.57964 0.14944 -2.93651
H: 1.90525 0.68022 -5.06003
H: 1.38385 -3.44131 -4.46762
H: 2.64738 -2.15887 -3.13539
P: -1.33872 -0.03590 -0.49719
P: 1.56142 0.82038 -0.40212
C: -1.01787 1.65164 -1.32642
C: 0.44924 2.09304 -1.19787
H: -1.70887 2.38450 -0.89276
H: -1.30119 1.57528 -2.38418
H: 0.87029 2.28746 -2.18582
H: 0.51205 3.03053 -0.64529
C: 1.82273 1.60351 1.23946
H: 2.51051 1.02555 1.86954
H: 0.89016 1.74840 1.79907
H: 2.28886 2.58924 1.08124
C: 3.32939 0.80684 -0.87446
H: 3.55506 1.75093 -1.37797
H: 3.60649 -0.02961 -1.52295
H: 3.95086 0.70201 0.01493
C: -2.65594 0.44046 0.71187
H: -2.91490 -0.45859 1.29395
H: -3.57800 0.77957 0.19146
H: -2.29018 1.22594 1.37532
C: -2.49304 -1.19441 -1.40049
H: -1.77676 -1.86692 -1.89946
H: -3.05804 -0.59546 -2.11957
H: -3.16980 -1.81563 -0.80935
C: -1.32464 1.73110 5.39020
C: -1.38203 2.61741 4.21320
C: -2.47428 3.50626 3.89960
C: -2.03300 4.27546 2.81823
C: -0.70632 3.83954 2.52186
C: 0.18579 4.49405 1.55322
N: -0.35313 2.80471 3.33672
H: -0.90996 2.25873 6.26636
H: -2.33684 1.39763 5.65860
H: -0.69772 0.85070 5.20070
H: -3.40691 3.53404 4.43730
H: -2.55009 5.07075 2.28053
H: -0.24568 4.44858 0.54389
H: 0.31448 5.55898 1.79195
H: 1.17252 4.03518 1.55561

Here are the Mulliken charges for atoms 1 to 4, given in e: Ir 0.230; C 0.720; C 1.698; C 0.785

=====

[2]
A cluster of 8 separate species, C76H48F32O12 in total in a non-equilibrium geometry, computed with wB97M-V/def2-TZVPD.

## Properties
Energy relative to the best compared isomer or geometry (same formula, charge and spin), kJ/mol: 0.0
SMILES string: FC(F)C(F)(F)COC(F)(F)C(F)F.FC(F)C(F)(F)COC(F)(F)C(F)F.FC(F)C(F)(F)COC(F)(F)C(F)F.FC(F)C(F)(F)COC(F)(F)C(F)F.O=C1c2ccccc2C(=O)c2ccccc21.O=C1c2ccccc2C(=O)c2ccccc21.O=C1c2ccccc2C(=O)c2ccccc21.O=C1c2ccccc2C(=O)c2ccccc21
LUMO level, eV: -1.1
HOMO, eV: -9.688
DFT total energy, Ha: -7023.5763
Total charge: 0

Positions of all 168 atoms, in Å:
C: 11.08352 18.69498 22.58805
C: 10.57254 17.53351 21.74301
C: 11.11968 16.19305 22.30390
F: 10.77210 15.14135 21.52659
F: 12.47425 16.32711 22.42294
F: 9.22430 17.51103 21.73490
F: 10.99310 17.71751 20.46016
O: 10.95236 18.36888 23.95677
C: 11.93216 18.86995 24.79095
C: 11.65166 18.34651 26.18595
F: 11.47364 17.01156 26.19384
F: 12.61273 18.64306 27.11416
F: 13.12766 18.47708 24.31673
F: 11.90873 20.21020 24.78963
H: 10.42135 19.53898 22.36225
H: 12.03580 19.10009 22.24583
H: 10.80250 15.98060 23.32949
H: 10.79710 18.87639 26.61368
C: 8.40344 22.84301 25.66216
C: 8.88136 21.71371 26.62430
C: 9.03387 22.29046 28.01644
F: 10.00543 23.24032 28.07641
F: 7.87268 22.84277 28.44990
F: 7.86698 20.79741 26.68313
F: 9.97974 21.03964 26.25018
O: 8.85735 22.67614 24.28184
C: 8.27643 21.58096 23.65233
C: 8.43737 21.81192 22.14574
F: 9.70666 22.00649 21.73735
F: 7.86264 20.85754 21.37829
F: 8.78484 20.43713 24.10336
F: 6.94450 21.61062 23.91718
H: 8.87114 23.77900 25.95707
H: 7.32335 22.88120 25.75411
H: 9.36142 21.58127 28.78260
H: 7.90974 22.75901 21.98016
C: 4.35682 24.24922 20.55462
C: 5.55314 24.75258 21.39530
C: 6.84383 24.96392 20.59480
F: 7.85288 25.35499 21.40278
F: 7.21029 23.78353 20.02180
F: 5.22179 25.86646 22.07599
F: 5.84059 23.84383 22.37057
O: 3.43157 23.61941 21.44060
C: 3.08348 22.31941 21.13218
C: 2.25447 21.91105 22.34059
F: 1.11721 22.62975 22.42173
F: 1.85891 20.60313 22.35390
F: 2.47176 22.24992 19.94740
F: 4.19272 21.56460 21.09495
H: 4.57988 23.58406 19.72254
H: 3.83647 25.11742 20.14937
H: 6.74025 25.68133 19.77426
H: 2.91183 21.96356 23.21191
C: 6.31980 17.07772 30.13718
C: 5.84048 18.47552 29.68290
C: 6.85212 19.60055 30.00799
F: 8.00607 19.31451 29.36344
F: 6.34832 20.77946 29.58265
F: 5.47868 18.44803 28.39103
F: 4.72004 18.80909 30.38817
O: 5.43463 16.17165 29.51494
C: 5.39668 14.88378 29.98074
C: 4.01069 14.25216 29.95309
F: 3.53906 14.33005 28.66624
F: 3.74692 13.03500 30.44298
F: 6.29566 14.13289 29.31145
F: 5.76872 14.88917 31.29917
H: 6.15764 17.14972 31.21531
H: 7.35610 16.82807 29.91847
H: 6.96352 19.71263 31.08936
H: 3.37649 14.96172 30.50313
C: 15.50411 26.43816 29.00730
C: 14.18625 26.94650 28.94507
C: 13.27238 26.36620 28.09799
C: 13.67229 25.34930 27.21298
C: 14.97832 24.88957 27.25203
C: 15.88908 25.39681 28.17971
C: 15.42398 23.85481 26.26432
O: 16.51231 23.33788 26.30875
C: 14.40363 23.44718 25.21598
C: 14.78126 22.63458 24.14824
C: 13.87265 22.26082 23.15966
C: 12.59597 22.86460 23.13483
C: 12.22326 23.65314 24.20518
C: 13.11241 23.97977 25.23585
C: 12.58334 24.83715 26.32198
O: 11.43379 25.20102 26.43470
H: 16.19162 26.75440 29.78055
H: 13.87570 27.75873 29.58909
H: 12.27212 26.77406 28.14816
H: 16.94436 25.16361 28.17125
H: 15.76255 22.19495 24.03374
H: 14.22334 21.72010 22.29118
H: 11.85531 22.70738 22.36314
H: 11.23636 24.09296 24.26127
C: 7.53935 25.75754 24.55334
C: 8.65032 26.48302 25.02295
C: 8.43418 27.68088 25.73311
C: 7.15363 28.08049 25.97662
C: 6.04915 27.38812 25.50368
C: 6.25586 26.18667 24.80441
C: 4.66634 27.81654 25.73776
O: 3.72264 27.28107 25.19137
C: 4.47313 28.74664 26.89303
C: 3.21704 28.95893 27.42019
C: 3.10038 29.60627 28.64744
C: 4.19533 30.23120 29.26133
C: 5.42448 30.11595 28.63098
C: 5.60479 29.37375 27.47070
C: 6.90866 29.37359 26.75557
O: 7.80796 30.13730 27.01238
H: 7.83935 24.92879 23.92388
H: 9.69850 26.27373 24.85864
H: 9.32106 28.15976 26.12342
H: 5.41628 25.55944 24.54035
H: 2.32289 28.48403 27.04216
H: 2.18825 29.54673 29.22791
H: 4.11574 30.71954 30.22085
H: 6.27791 30.64601 29.03779
C: 9.69186 18.22363 17.12904
C: 9.49020 18.15490 15.74686
C: 9.35168 19.30209 14.97642
C: 9.31574 20.54831 15.59580
C: 9.40082 20.63149 16.99762
C: 9.70902 19.48289 17.72521
C: 9.33272 21.95186 17.67062
O: 9.51661 22.02922 18.86547
C: 9.12988 23.17274 16.83078
C: 8.95664 24.42616 17.42882
C: 8.74872 25.56780 16.67218
C: 8.66785 25.48756 15.27324
C: 8.76614 24.23684 14.68553
C: 8.97318 23.08402 15.43340
C: 9.03970 21.76427 14.77986
O: 8.83034 21.69532 13.58188
H: 9.87992 17.27408 17.60833
H: 9.37759 17.21059 15.23004
H: 9.19602 19.33056 13.90584
H: 10.02391 19.58382 18.75471
H: 8.96711 24.50196 18.50724
H: 8.73315 26.52834 17.17038
H: 8.73393 26.41717 14.72625
H: 8.76992 24.22823 13.60414
C: 10.19033 28.44348 29.20215
C: 9.61714 27.20742 28.92321
C: 9.89114 26.12396 29.73207
C: 10.74804 26.28586 30.81774
C: 11.33528 27.48303 31.17026
C: 11.02509 28.54968 30.31187
C: 12.23378 27.64028 32.35745
O: 12.72282 28.71916 32.61124
C: 12.64917 26.38471 33.01492
C: 13.57028 26.46604 34.07386
C: 14.13577 25.30317 34.57860
C: 13.77106 24.06686 34.03996
C: 12.77818 23.98941 33.07408
C: 12.20942 25.15153 32.53240
C: 11.14020 25.02779 31.49804
O: 10.71294 23.95354 31.12442
H: 9.96985 29.35370 28.66074
H: 8.82754 27.01842 28.20825
H: 9.31150 25.24270 29.50762
H: 11.53000 29.50309 30.41876
H: 13.94410 27.43621 34.36728
H: 14.80333 25.26106 35.42890
H: 14.18115 23.12978 34.39035
H: 12.46364 23.00260 32.76416

Here are the Mulliken charges for atoms 1 to 4, given in e: C -0.387; C 1.081; C 0.138; F -0.281

=====

[3]
A structure of composition C28H57BrGa, computed with wB97M-V/def2-TZVPD.

## Properties
LUMO level, eV: 2.2
HOMO, eV: -4.894
DFT total energy, Ha: -5599.8917
Total charge: -1

Positions of all 87 atoms, in Å:
C: 5.91655 -3.56821 -0.31055
C: 5.87813 -2.09737 0.08152
C: 5.56889 -1.23158 -1.13143
Br: 6.26976 0.58800 -0.78114
Ga: 3.58697 -1.18784 -1.68518
C: 2.41481 -1.36066 -0.01275
C: 1.03687 -1.92307 -0.20945
C: 0.31400 -1.70769 -1.38934
C: -0.97260 -2.20848 -1.55064
C: -1.58186 -2.94590 -0.53833
C: -0.87706 -3.18740 0.63464
C: 0.40692 -2.67787 0.79144
H: 6.84942 -3.77568 -0.84066
H: 5.07745 -3.81403 -0.96608
H: 5.86457 -4.20036 0.57990
H: 5.13091 -1.92176 0.86014
H: 6.85181 -1.81906 0.50429
H: 6.16993 -1.57864 -1.97486
H: 3.25989 0.21800 -2.41060
H: 3.29401 -2.38796 -2.72752
H: 2.90324 -1.91661 0.79459
H: 2.30490 -0.33430 0.36026
H: 0.77559 -1.14833 -2.19517
H: -1.50605 -2.01440 -2.47568
H: -2.59503 -3.31097 -0.66284
H: -1.34344 -3.76395 1.42642
H: 0.94378 -2.86722 1.71584
C: -5.67172 1.33765 -2.92231
C: -4.65911 0.27405 -2.50800
C: -5.09931 -0.55934 -1.30618
C: -5.33586 0.23900 -0.02259
C: -4.14022 1.07360 0.43440
C: -2.89351 0.23466 0.69215
H: -5.83542 2.07027 -2.12905
H: -5.32903 1.88109 -3.80428
H: -6.63687 0.88359 -3.16194
H: -3.69728 0.74860 -2.29787
H: -4.48181 -0.39973 -3.35026
H: -4.34690 -1.33034 -1.12028
H: -6.02279 -1.09146 -1.56058
H: -5.60127 -0.46406 0.77381
H: -6.20470 0.89169 -0.14891
H: -4.41829 1.61411 1.34405
H: -3.91414 1.83943 -0.31375
H: -3.08492 -0.52761 1.45066
H: -2.06311 0.85020 1.03942
H: -2.55791 -0.27833 -0.20868
C: 11.18140 -2.94748 5.19509
C: 11.61603 -2.34835 3.86113
C: 10.63077 -1.32266 3.30256
C: 9.22867 -1.86532 3.02008
C: 9.18269 -3.05772 2.06646
C: 9.72525 -2.74352 0.67580
H: 10.23919 -3.48929 5.10326
H: 11.92762 -3.64754 5.57493
H: 11.04356 -2.16509 5.94494
H: 11.76711 -3.15148 3.13445
H: 12.59002 -1.86625 3.98501
H: 11.04672 -0.89398 2.38699
H: 10.54573 -0.49164 4.01069
H: 8.62245 -1.05780 2.59913
H: 8.74587 -2.14309 3.96155
H: 8.14190 -3.37731 1.97080
H: 9.72681 -3.90666 2.49253
H: 9.15920 -1.92727 0.21934
H: 9.63534 -3.61224 0.02148
H: 10.77852 -2.45758 0.70427
C: -10.55111 6.70051 -2.22032
C: -10.08247 6.12880 -0.88589
C: -8.60273 5.74869 -0.87014
C: -8.20445 4.67814 -1.88774
C: -8.97929 3.36644 -1.77493
C: -8.80052 2.66970 -0.42994
H: -10.44536 5.97528 -3.02838
H: -11.60168 6.99147 -2.17636
H: -9.96973 7.58530 -2.48884
H: -10.69284 5.25866 -0.62837
H: -10.26077 6.86521 -0.09773
H: -8.33269 5.41569 0.13556
H: -8.00472 6.64597 -1.05903
H: -7.13698 4.46774 -1.76890
H: -8.31990 5.07367 -2.90068
H: -8.64031 2.69749 -2.57018
H: -10.04368 3.54062 -1.95831
H: -7.74555 2.46521 -0.23768
H: -9.33319 1.71802 -0.40592
H: -9.17767 3.27793 0.39404

Here are the Mulliken charges for atoms 1 to 4, given in e: C -1.306; C 0.122; C -0.535; Br -0.328

=====

[4]
The molecule C4H7NO2 in a non-equilibrium geometry, computed with wB97M-V/def2-TZVPD.

## Properties
Energy relative to the best compared isomer or geometry (same formula, charge and spin), kJ/mol: 123.9
SMILES string: O=CCCNC=O
LUMO level, eV: 0.7
HOMO, eV: -9.730
DFT total energy, Ha: -361.8337
Total charge: 0

Positions of all 14 atoms, in Å:
O: 2.91189 1.64060 -0.24244
C: 2.25981 0.61733 -0.19996
N: 0.90078 0.67792 -0.14422
C: 0.07631 -0.42319 0.25838
C: -1.10340 -0.69474 -0.74841
C: -2.33340 -1.12493 0.00609
O: -2.68484 -0.64284 1.05287
H: 2.68608 -0.38795 -0.17821
H: 0.52454 1.59731 0.00658
H: -0.44592 -0.16715 1.17662
H: 0.54505 -1.37913 0.43850
H: -0.84429 -1.46825 -1.47166
H: -1.20166 0.25922 -1.26714
H: -2.89143 -1.99898 -0.37439

Here are the natural (NBO) charges for atoms 1 to 4, given in e: O -0.599; C 0.528; N -0.620; C -0.220

=====

The lowest DFT total energy belongs to which entry? C76H48F32O12